Molecular formula: C16H9Br4N2O4S5SbTb
Method: DFT, wB97M-V/def2-TZVPD

Structure (XYZ):
```
42
C16H9Br4N2O4S5SbTb, DFT wB97M-V/def2-TZVPD
Tb 0.031 -0.211 0.037
O 4.134 3.397 -2.227
C 4.799 2.468 -1.528
C 6.195 2.515 -1.549
C 6.940 1.579 -0.855
C 6.311 0.575 -0.121
C 4.926 0.531 -0.091
C 4.153 1.464 -0.781
C 2.672 1.346 -0.699
O 2.170 0.466 0.084
N 1.977 2.162 -1.448
N 0.621 1.906 -1.354
C -0.073 2.824 -1.902
S -1.804 2.771 -2.160
C -1.928 4.567 -2.259
C -0.784 5.048 -3.132
S 0.729 4.284 -2.501
H 3.162 3.171 -2.128
H 6.671 3.299 -2.129
H 8.023 1.630 -0.889
H 6.893 -0.162 0.419
H 4.401 -0.229 0.474
H -1.873 4.989 -1.254
H -2.899 4.799 -2.699
H -0.644 6.130 -3.081
H -0.933 4.744 -4.167
S -1.689 0.784 4.958
Sb -0.393 0.774 3.060
S -1.706 1.526 1.198
S 0.032 -1.496 2.395
Br -0.131 -1.863 -6.823
C 0.077 -1.987 -4.942
C 0.873 -2.977 -4.387
Br 1.752 -4.250 -5.482
C 1.023 -3.030 -2.993
Br 2.096 -4.342 -2.149
C 0.416 -2.108 -2.142
O 0.578 -2.117 -0.837
C -0.461 -1.118 -2.702
O -1.105 -0.334 -1.857
C -0.578 -1.071 -4.093
Br -1.724 0.262 -4.794
```

Total energy (eV): -391233.89530
Charge: -2
<S²>: 16.489
Multiplicity: 8
ΔE to the lowest compared entry with this formula, charge and spin (kcal/mol): 20.79
Kohn-Sham gap (spin up / spin down) (eV): 4.1 / 5.6

Results of the Löwdin charge analysis, in e, for atoms 1 through 4: 1.174, 0.029, -0.279, -0.035